Density functional theory data (ωB97M-V/def2-TZVPD) for a molecular structure, C10H30BaNO8 in a non-equilibrium geometry.

```
50
Properties=species:S:1:pos:R:3
Ba 4.915 -7.183 18.986
N 2.603 -9.087 18.943
O 1.703 -8.852 19.710
O 3.329 -8.174 18.650
O 2.893 -10.234 18.597
C 3.449 -11.621 20.285
C 3.228 -12.868 19.508
O 3.335 -12.577 18.160
H 4.319 -11.075 19.921
H 3.599 -11.726 21.360
H 2.503 -11.083 20.224
H 2.279 -13.333 19.776
H 4.021 -13.611 19.603
H 2.955 -13.351 17.738
C 0.871 -7.422 16.712
C 1.861 -8.340 16.026
O 2.412 -7.819 14.851
H 1.404 -6.488 16.889
H 0.656 -7.899 17.668
H -0.068 -7.249 16.187
H 1.430 -9.320 15.821
H 2.725 -8.539 16.661
H 3.350 -7.778 15.054
C 3.995 -9.442 22.050
C 2.547 -9.206 22.267
O 2.350 -7.806 22.299
H 4.513 -9.118 22.953
H 4.277 -8.980 21.104
H 4.225 -10.505 21.964
H 1.962 -9.797 22.972
H 2.054 -9.411 21.316
H 1.583 -7.626 21.750
C -0.678 -11.950 19.758
C -0.109 -10.570 19.343
O 0.696 -10.611 18.208
H -1.615 -12.166 19.245
H -0.985 -12.108 20.792
H -0.035 -12.796 19.515
H 0.531 -10.340 20.195
H -0.868 -9.790 19.286
H 1.568 -10.298 18.460
C -1.001 -6.507 20.790
C 0.013 -7.647 20.756
O 1.267 -7.095 20.380
H -1.115 -6.021 19.822
H -0.689 -5.707 21.462
H -1.963 -6.904 21.114
H -0.262 -8.414 20.033
H 0.123 -8.036 21.768
H 1.687 -7.827 19.922
```

The molecular weight comes out at 429.7 Da. The value obtained for the relative energy (zero: lowest compared OMol25 entry of this formula, charge and spin) is 336.0 kcal per mole. The value obtained for the gap between HOMO and LUMO is 6.91 eV. The LUMO energy comes out at -0.18225 Ha. As for the total charge: +1. The value obtained for the total energy is -1080.3984 hartree. As for the multiplicity: 1.